(1)
98
Properties=species:S:1:pos:R:3:forces:R:3:lowdin_charge:R:1 method="wB97M-V/def2-TZVPD" fmax_ev_per_a=0.47 charge=0 orbital_gap_ev=6.1 multiplicity=1
Bi 0.116 1.269 -0.275 -0.102 0.087 0.080 1.32
C -1.321 -0.289 3.660 0.049 0.012 0.026 -0.09
C -2.654 -0.555 2.979 -0.002 0.009 -0.040 -0.26
N -2.955 0.354 1.877 -0.011 -0.031 -0.030 -0.16
C -4.163 -0.101 1.188 0.008 -0.025 0.036 -0.25
C -4.415 0.599 -0.134 -0.029 0.010 -0.069 -0.08
C -3.063 1.742 2.328 -0.043 0.007 -0.012 -0.17
C -1.811 2.555 2.015 0.019 0.014 -0.097 -0.26
N -1.534 2.687 0.586 -0.012 0.063 0.212 -0.20
C -2.397 3.390 -0.210 0.083 -0.175 0.105 -0.24
C -2.578 2.994 -1.547 -0.007 -0.015 -0.011 -0.21
F -1.936 1.863 -1.967 0.015 0.083 -0.072 -0.07
C -3.426 3.617 -2.428 0.002 -0.026 -0.069 -0.22
F -3.531 3.126 -3.672 -0.008 0.006 0.000 0.09
C -4.189 4.703 -2.046 -0.028 0.000 -0.063 0.06
C -4.047 5.115 -0.738 -0.026 0.086 0.093 -0.22
F -4.749 6.171 -0.297 0.039 -0.061 -0.050 0.09
C -3.183 4.501 0.149 0.053 0.047 0.059 -0.14
F -3.090 5.036 1.385 0.041 -0.110 0.012 0.08
H -1.124 -1.062 4.406 -0.014 0.010 -0.027 0.08
H -1.306 0.672 4.178 -0.012 -0.031 -0.016 0.07
H -0.507 -0.298 2.930 0.001 -0.017 -0.013 0.03
H -3.457 -0.530 3.736 -0.019 0.020 0.026 0.12
H -2.646 -1.566 2.570 0.027 -0.038 -0.013 0.09
H -5.047 0.002 1.841 -0.010 0.015 0.005 0.12
H -4.041 -1.170 1.002 0.007 -0.044 -0.024 0.10
H -4.598 1.669 -0.018 -0.008 -0.045 0.007 0.06
H -5.298 0.172 -0.617 0.036 0.008 0.019 0.08
H -3.558 0.478 -0.799 -0.009 -0.027 0.024 0.04
H -3.260 1.781 3.410 0.007 0.030 -0.003 0.13
H -3.920 2.223 1.852 0.017 -0.014 -0.003 0.11
H -0.963 2.040 2.471 -0.057 0.006 -0.076 0.06
H -1.884 3.517 2.523 -0.013 0.134 0.030 0.11
H -4.854 5.205 -2.732 0.020 -0.017 0.015 0.13
C -3.376 -2.745 -1.558 0.006 -0.034 0.010 -0.32
As -1.656 -1.828 -1.748 0.036 0.105 0.075 1.07
C -1.935 -1.234 -3.594 -0.011 -0.011 0.005 -0.32
C -0.620 -3.485 -2.061 0.007 0.024 -0.018 -0.36
C 0.916 -3.360 -2.125 0.008 0.016 0.011 -0.65
C 1.288 -2.188 -3.031 -0.025 -0.006 -0.008 -0.10
C 1.557 -3.201 -0.727 -0.080 -0.050 -0.050 -0.36
As 0.744 -2.112 0.706 0.010 0.138 -0.082 1.01
C 2.169 -2.520 1.990 0.033 -0.030 -0.002 -0.33
C -0.560 -3.393 1.413 -0.002 -0.003 0.009 -0.32
C 1.419 -4.689 -2.734 0.022 0.078 0.016 -0.39
As 3.297 -5.124 -3.224 -0.007 -0.035 -0.014 1.12
C 3.436 -4.124 -4.908 -0.010 0.013 -0.005 -0.35
C 4.456 -3.956 -2.153 0.000 0.018 -0.008 -0.36
H -3.510 -3.453 -2.377 -0.026 -0.011 -0.001 0.03
H -4.182 -2.014 -1.578 -0.025 0.019 0.007 0.01
H -3.414 -3.285 -0.612 -0.011 0.006 -0.003 0.01
H -2.092 -2.087 -4.256 -0.011 0.011 -0.010 0.03
H -1.083 -0.652 -3.942 -0.007 -0.010 -0.003 0.02
H -2.818 -0.594 -3.610 0.022 -0.007 -0.011 0.02
H -0.993 -3.885 -3.008 0.018 -0.019 -0.007 0.07
H -0.915 -4.194 -1.283 0.021 -0.008 0.012 0.07
H 0.919 -1.238 -2.637 -0.020 -0.023 0.007 0.02
H 0.873 -2.328 -4.034 0.007 -0.006 0.030 0.09
H 2.367 -2.075 -3.119 0.016 -0.012 0.016 0.05
H 2.547 -2.763 -0.836 0.075 0.007 -0.028 0.03
H 1.696 -4.186 -0.271 -0.027 -0.039 -0.012 0.08
H 2.317 -3.598 2.073 0.016 0.003 0.015 0.03
H 1.907 -2.120 2.970 -0.003 -0.006 0.018 0.01
H 3.097 -2.058 1.652 -0.013 0.004 0.006 0.02
H -0.184 -4.410 1.297 -0.021 -0.018 0.020 0.03
H -1.520 -3.298 0.907 0.017 0.005 0.003 -0.01
H -0.707 -3.185 2.473 -0.014 0.000 0.009 0.01
H 0.901 -4.857 -3.683 -0.011 0.000 -0.012 0.06
H 1.107 -5.506 -2.079 -0.012 -0.018 0.033 0.06
H 2.639 -4.445 -5.579 0.014 0.004 -0.001 0.02
H 4.390 -4.372 -5.373 0.005 0.010 -0.007 0.01
H 3.377 -3.046 -4.769 0.007 -0.022 -0.015 0.01
H 4.417 -4.239 -1.102 -0.003 0.001 0.014 0.01
H 4.229 -2.896 -2.258 -0.005 0.007 0.005 0.01
H 5.470 -4.131 -2.512 0.005 0.007 0.007 0.02
O 6.132 4.359 -2.369 -0.106 -0.103 -0.199 -0.06
C 5.110 3.774 -2.138 0.124 0.151 0.429 -1.02
S 3.518 4.558 -2.094 0.012 -0.026 -0.094 0.96
C 2.608 3.138 -1.612 -0.007 -0.087 0.048 -1.13
C 3.292 1.997 -1.413 -0.086 -0.041 0.001 -1.16
S 2.621 0.444 -0.986 0.011 0.085 0.104 0.39
S 5.027 2.071 -1.651 0.015 0.010 -0.117 0.95
S 0.880 3.388 -1.436 0.016 -0.024 -0.090 0.51
N 3.962 2.839 5.871 0.064 0.021 0.068 0.09
C 3.569 3.735 4.952 -0.119 -0.126 -0.127 -0.83
S 3.916 5.332 5.067 0.001 -0.017 -0.057 0.71
C 2.794 3.151 3.799 0.139 0.108 0.162 -0.21
C 2.908 1.814 3.431 0.034 -0.102 -0.070 0.01
C 2.172 1.343 2.360 0.013 0.033 -0.012 -0.13
N 1.339 2.128 1.679 -0.023 -0.057 -0.123 -0.09
C 1.232 3.416 2.012 -0.011 0.040 -0.044 -0.12
C 1.946 3.962 3.059 -0.067 0.042 -0.010 0.00
H 4.479 3.173 6.667 0.001 -0.002 0.007 0.10
H 3.655 1.884 5.864 -0.050 -0.033 -0.015 0.10
H 3.591 1.127 3.912 0.015 0.062 0.045 0.12
H 2.268 0.321 2.014 -0.020 0.027 -0.006 0.06
H 0.553 4.007 1.405 0.023 -0.033 0.017 0.10
H 1.852 5.010 3.303 0.003 -0.002 -0.007 0.10

---

(2)
99
Properties=species:S:1:pos:R:3:forces:R:3:lowdin_charge:R:1 method="wB97M-V/def2-TZVPD" fmax_ev_per_a=3.55 charge=-2 orbital_gap_ev=3.7 multiplicity=1
O 2.543 -2.128 -1.717 0.190 -0.040 0.093 -0.04
C 1.901 -1.869 -0.719 -0.432 0.608 0.264 -0.38
C 1.690 -0.488 -0.143 1.533 -1.124 0.703 -0.27
As 0.217 0.569 -1.167 -2.147 -2.825 0.116 1.00
C -0.321 1.473 0.553 -0.036 1.327 0.215 -0.31
C -1.794 1.902 0.650 0.140 0.686 1.213 -0.31
C -2.043 2.499 2.087 -1.468 -0.579 -1.265 -0.45
S -1.505 4.240 2.226 0.690 0.325 -0.293 0.88
C -2.739 5.227 1.432 -0.625 -0.783 -0.166 -1.07
S -4.333 5.200 1.741 0.251 -0.237 -0.149 0.69
N -2.245 6.143 0.434 -0.371 -1.143 2.101 -0.19
C -2.316 6.028 -0.924 0.727 1.298 -0.353 -0.06
C -1.661 7.171 -1.353 -0.496 -0.932 -0.414 -0.16
N -1.221 7.916 -0.299 0.114 0.470 -0.246 0.04
C -1.591 7.272 0.784 0.530 0.556 -1.090 -0.20
C -1.121 1.613 -2.294 0.180 0.244 -0.594 -0.33
C -2.504 0.959 -2.459 -0.576 1.507 -1.087 -0.22
C -3.438 1.995 -3.254 -0.333 0.103 1.676 -0.14
C -4.791 2.059 -2.546 0.382 -0.274 -0.887 -0.24
C -5.673 0.995 -2.767 0.067 -0.234 -0.255 -0.05
C -6.918 0.924 -2.173 0.239 -0.054 -0.026 -0.10
C -7.307 1.949 -1.310 -0.283 -0.718 -0.402 -0.12
C -6.435 2.997 -1.087 -0.282 0.800 0.872 -0.12
C -5.177 3.082 -1.680 -0.101 -0.561 -0.245 -0.06
N 1.631 2.039 -1.559 1.499 0.840 -1.465 -0.09
C 2.351 1.746 -2.463 -0.179 0.105 0.910 -0.99
S 3.320 1.127 -3.608 -0.182 0.449 0.105 0.45
C -1.033 -1.015 -0.873 -1.424 -1.843 0.458 -0.84
O -1.600 -1.216 0.243 0.491 1.161 0.540 -0.16
O -1.207 -1.828 -1.815 0.750 0.770 -0.716 -0.15
H 1.391 -2.707 -0.176 0.010 0.313 -0.156 0.11
H 1.443 -0.631 0.924 -0.299 0.175 -0.403 0.05
H 2.670 0.025 -0.163 -0.448 0.030 -0.329 0.06
H 0.696 -0.135 -2.469 0.278 0.216 0.088 0.03
H 0.290 2.398 0.639 -0.160 -0.326 -0.175 0.05
H -0.087 0.895 1.461 -0.064 -0.303 -0.630 0.06
H -2.090 2.708 -0.041 0.218 -0.396 -0.104 0.07
H -2.519 1.081 0.564 0.516 -0.064 -0.109 0.10
H -3.137 2.482 2.236 0.434 0.078 0.439 0.06
H -1.533 1.854 2.813 -0.087 0.663 0.151 0.08
H -2.767 5.218 -1.482 0.101 0.050 0.409 0.10
H -1.519 7.409 -2.405 0.162 0.257 0.420 0.09
H -1.363 7.614 1.788 -0.300 -0.443 -0.125 0.13
H -1.169 2.671 -1.962 -0.232 -0.443 0.032 0.05
H -0.679 1.669 -3.310 0.050 -0.066 0.442 0.07
H -3.034 0.761 -1.521 0.468 -0.324 -0.142 0.09
H -2.472 0.066 -3.096 0.290 -0.066 0.719 0.10
H -2.976 2.987 -3.131 -0.086 -0.232 -0.576 0.09
H -3.583 1.715 -4.305 0.215 0.239 0.204 0.11
H -5.351 0.182 -3.423 -0.037 0.255 0.167 0.12
H -7.531 0.047 -2.388 -0.059 0.350 0.211 0.10
H -8.287 1.872 -0.836 0.297 0.317 0.040 0.09
H -6.769 3.764 -0.381 0.282 -0.063 -0.243 0.09
H -4.488 3.904 -1.477 -0.332 -0.147 0.030 0.08
C 4.658 -5.284 3.925 -0.193 0.045 -0.193 -0.06
C 6.090 -4.857 3.674 -0.264 -0.028 0.438 -0.22
O 6.501 -5.202 2.347 0.268 -0.011 0.032 0.02
C 6.081 -4.362 1.388 -0.127 -0.078 -0.182 -0.61
O 5.425 -3.373 1.557 0.092 0.046 0.108 0.14
O 6.511 -4.830 0.216 0.143 -0.041 0.076 0.00
C 6.072 -4.069 -0.920 -0.157 0.133 -0.344 -0.02
H 4.528 -6.343 3.696 0.090 -0.022 0.115 0.08
H 4.380 -5.110 4.966 0.043 -0.021 0.003 0.08
H 3.967 -4.731 3.289 0.062 0.087 0.048 0.08
H 6.755 -5.391 4.355 0.122 -0.105 -0.234 0.11
H 6.229 -3.791 3.858 -0.078 0.018 -0.211 0.12
H 6.309 -3.013 -0.805 -0.143 -0.016 0.121 0.10
H 5.002 -4.202 -1.072 -0.011 0.195 0.087 0.10
H 6.600 -4.452 -1.790 0.091 -0.171 0.170 0.09
C 8.392 -6.606 9.841 0.174 -0.096 -0.221 -0.07
C 6.929 -6.987 9.751 0.212 0.150 0.452 -0.22
O 6.510 -7.116 8.388 -0.165 -0.070 0.006 0.04
C 6.838 -8.264 7.793 0.069 0.183 -0.090 -0.61
O 7.431 -9.182 8.299 -0.043 -0.029 0.028 0.12
O 6.411 -8.210 6.532 -0.032 -0.049 0.086 0.01
C 6.760 -9.352 5.748 -0.022 -0.184 -0.311 -0.04
H 8.592 -5.713 9.246 -0.079 0.064 0.102 0.08
H 8.676 -6.414 10.876 -0.043 0.017 -0.006 0.08
H 9.028 -7.401 9.451 -0.058 -0.055 0.079 0.07
H 6.316 -6.198 10.185 -0.115 0.010 -0.251 0.12
H 6.718 -7.902 10.306 0.046 -0.088 -0.180 0.12
H 6.448 -10.274 6.235 0.105 0.049 0.092 0.09
H 7.834 -9.363 5.561 -0.006 -0.081 0.108 0.10
H 6.239 -9.263 4.799 -0.047 0.207 0.082 0.09
C -5.057 3.447 -8.806 -0.022 -0.148 0.240 -0.07
C -5.286 4.940 -8.683 0.258 -0.223 -0.371 -0.22
O -6.237 5.236 -7.655 -0.060 0.205 -0.038 0.03
C -5.749 5.209 -6.407 -0.093 -0.157 0.101 -0.61
O -4.610 4.979 -6.101 0.038 0.090 -0.066 0.13
O -6.749 5.468 -5.566 -0.009 0.138 -0.094 0.00
C -6.378 5.397 -4.183 -0.006 -0.066 0.382 -0.03
H -6.007 2.925 -8.939 -0.001 0.063 -0.120 0.08
H -4.408 3.226 -9.654 -0.015 0.029 -0.003 0.08
H -4.594 3.047 -7.904 0.078 0.079 -0.034 0.08
H -5.709 5.325 -9.611 -0.206 0.082 0.155 0.12
H -4.351 5.474 -8.507 -0.042 -0.048 0.196 0.12
H -5.510 6.020 -3.975 0.066 -0.116 -0.099 0.10
H -6.184 4.364 -3.900 0.137 0.049 -0.013 0.08
H -7.218 5.767 -3.599 -0.119 -0.009 -0.223 0.09